67
Properties=species:S:1:pos:R:3 method="wB97M-V/def2-TZVPD" smiles="C[C@]1(C(=O)NCCCNc2ncc(C(F)(F)F)cc2Cl)C=C[C@@H](Cc2ccccc2)N1C(=O)c1ccccc1" total_energy_ev=-61260.2042
C -0.02 -0.71 2.48
C 1.35 -0.35 1.88
C 1.92 -1.60 1.16
O 2.91 -2.17 1.57
N 1.19 -2.03 0.12
C 1.52 -3.25 -0.58
C 1.10 -3.22 -2.04
C -0.41 -3.40 -2.27
N -1.14 -2.16 -2.35
C -1.99 -1.71 -1.42
N -2.19 -2.44 -0.32
C -2.98 -1.99 0.63
C -3.64 -0.77 0.55
C -4.45 -0.24 1.69
F -5.53 0.46 1.29
F -3.74 0.60 2.47
F -4.90 -1.21 2.50
C -3.48 0.01 -0.61
C -2.66 -0.47 -1.59
Cl -2.40 0.45 -3.03
C 2.31 0.08 2.96
C 2.77 1.29 2.75
C 2.22 1.88 1.49
C 3.33 2.11 0.43
C 3.98 0.82 0.02
C 3.55 0.14 -1.12
C 4.14 -1.05 -1.49
C 5.15 -1.60 -0.72
C 5.58 -0.93 0.42
C 5.00 0.27 0.78
N 1.26 0.87 1.06
C 0.38 1.05 0.07
O -0.32 0.15 -0.40
C 0.21 2.44 -0.46
C 0.48 2.72 -1.79
C 0.23 3.98 -2.31
C -0.33 4.95 -1.50
C -0.64 4.67 -0.18
C -0.38 3.42 0.34
H -0.75 -0.92 1.71
H 0.08 -1.58 3.12
H -0.39 0.12 3.09
H 0.38 -1.48 -0.18
H 2.60 -3.38 -0.49
H 1.03 -4.10 -0.08
H 1.42 -2.27 -2.49
H 1.62 -4.03 -2.55
H -0.57 -3.95 -3.21
H -0.85 -3.97 -1.45
H -0.95 -1.55 -3.13
H -3.09 -2.62 1.49
H -3.97 0.96 -0.70
H 2.55 -0.59 3.76
H 3.46 1.84 3.36
H 1.72 2.84 1.67
H 2.88 2.60 -0.44
H 4.06 2.79 0.86
H 2.75 0.56 -1.72
H 3.80 -1.56 -2.38
H 5.60 -2.53 -1.00
H 6.36 -1.35 1.03
H 5.34 0.79 1.66
H 0.90 1.95 -2.42
H 0.46 4.19 -3.34
H -0.53 5.94 -1.91
H -1.10 5.42 0.44
H -0.65 3.18 1.36